Run a
{"formula": "C2H6N2O2", "method": "wB97M-V/def2-TZVPD", "smiles": "CN(O)NC=O", "homo_energy_ev": -8.8, "elements": ["C", "N", "O", "N", "C", "O", "H", "H", "H", "H", "H", "H"], "coordinates": [[-1.17, -0.39, 0.85], [0.36, -0.19, 0.54], [1.02, -1.40, 0.14], [0.67, 1.04, -0.08], [0.30, 0.76, -1.40], [-0.73, 0.26, -1.87], [-1.56, 0.54, 1.27], [-1.77, -0.71, 0.00], [-1.21, -1.17, 1.61], [1.59, -1.58, 0.91], [1.57, 1.48, 0.12], [0.94, 1.35, -2.08]], "lowdin_charge": [-0.01, -0.28, -0.03, 0.05, -0.30, 0.02, 0.08, 0.06, 0.07, 0.10, 0.13, 0.12]}

Run b
{"formula": "C2H6N2O2", "method": "wB97M-V/def2-TZVPD", "smiles": "C/N=[N+](/[O-])OC", "homo_energy_ev": -10.3, "elements": ["C", "N", "N", "O", "O", "C", "H", "H", "H", "H", "H", "H"], "coordinates": [[-1.94, 0.65, -0.07], [-1.30, -0.17, 0.96], [-0.14, -0.45, 0.86], [0.61, -1.07, 1.59], [0.45, -0.14, -0.44], [1.87, -0.35, -0.47], [-1.21, 1.52, -0.28], [-2.84, 1.08, 0.23], [-2.10, 0.16, -1.07], [2.12, -0.74, 0.53], [2.28, 0.61, -0.55], [2.19, -1.10, -1.29]], "lowdin_charge": [-0.07, 0.07, -0.34, 0.02, -0.11, -0.07, 0.11, 0.04, 0.10, 0.07, 0.06, 0.12]}

Last place for stability: run b

Run a
{"formula": "C2H6N2O2", "method": "wB97M-V/def2-TZVPD", "smiles": "NC(=O)CNO", "homo_energy_ev": -8.9, "elements": ["N", "C", "O", "C", "N", "O", "H", "H", "H", "H", "H", "H"], "coordinates": [[1.32, 0.93, 0.35], [0.88, -0.07, -0.47], [1.59, -0.59, -1.30], [-0.46, -1.04, 0.24], [-1.58, -0.22, 0.27], [-1.72, 0.49, -0.91], [2.25, 1.29, 0.20], [0.75, 1.34, 1.06], [-0.54, -1.80, -0.54], [-0.20, -1.42, 1.22], [-1.59, 0.43, 1.05], [-0.71, 0.67, -1.17]], "lowdin_charge": [0.14, -0.51, 0.04, -0.08, -0.17, -0.09, 0.11, 0.09, 0.11, 0.11, 0.11, 0.12]}

Run b
{"formula": "C2H6N2O2", "method": "wB97M-V/def2-TZVPD", "homo_energy_ev": -9.4, "elements": ["C", "N", "N", "C", "O", "O", "H", "H", "H", "H", "H", "H"], "coordinates": [[-1.06, 0.46, -0.90], [0.84, 0.53, -0.14], [-1.22, -0.58, -0.12], [0.42, -0.98, 0.15], [0.85, 1.19, 1.11], [0.67, -1.36, 1.30], [0.91, 0.42, 1.73], [1.80, 0.59, -0.51], [-1.64, -0.39, 0.78], [-1.57, 1.41, -0.73], [-0.67, 0.30, -1.90], [0.68, -1.57, -0.75]], "lowdin_charge": [-0.01, -0.08, 0.02, -0.46, -0.07, -0.06, 0.08, 0.13, 0.11, 0.11, 0.09, 0.13]}

Run c
{"formula": "C2H6N2O2", "method": "wB97M-V/def2-TZVPD", "homo_energy_ev": -9.0, "elements": ["O", "C", "O", "H", "N", "C", "N", "H", "H", "H", "H", "H"], "coordinates": [[-0.96, -1.54, -0.57], [-0.65, -2.48, 0.24], [0.14, -2.39, 1.18], [-1.12, -3.45, 0.03], [0.53, 0.22, 0.35], [0.62, 1.48, 0.19], [-0.11, 2.15, -0.72], [-0.26, -0.50, -0.20], [0.98, -0.29, 1.09], [1.25, 2.11, 0.82], [0.18, 3.07, -0.99], [-0.60, 1.61, -1.42]], "lowdin_charge": [-0.09, -0.52, -0.06, 0.11, 0.15, -0.24, 0.13, 0.05, 0.10, 0.14, 0.10, 0.12]}

Last place for stability: run b

Run a
{"formula": "C2H6N2O2", "method": "wB97M-V/def2-TZVPD", "smiles": "O/C=N\\NCO", "homo_energy_ev": -9.2, "elements": ["O", "C", "N", "N", "C", "O", "H", "H", "H", "H", "H", "H"], "coordinates": [[-1.01, 1.86, 0.62], [-0.95, 0.59, 1.11], [0.06, -0.20, 1.23], [1.07, -0.09, 0.29], [0.83, -0.98, -0.79], [-0.46, -0.60, -1.43], [-0.18, 2.16, 0.24], [-1.81, 0.35, 1.72], [1.27, 0.85, -0.05], [0.75, -1.99, -0.40], [1.61, -0.87, -1.55], [-1.19, -1.09, -1.00]], "lowdin_charge": [0.04, -0.26, 0.02, -0.10, -0.23, -0.10, 0.10, 0.12, 0.10, 0.12, 0.12, 0.07]}

Run b
{"formula": "C2H6N2O2", "method": "wB97M-V/def2-TZVPD", "smiles": "CO/N=C\\NO", "homo_energy_ev": -9.0, "elements": ["C", "O", "N", "C", "N", "O", "H", "H", "H", "H", "H", "H"], "coordinates": [[2.20, -0.30, -0.06], [0.76, -0.40, -0.15], [0.36, 0.82, -0.22], [-0.86, 0.80, 0.19], [-1.65, -0.35, 0.39], [-2.76, -0.26, -0.44], [2.53, 0.09, 1.02], [2.50, -1.24, -0.13], [2.77, 0.51, -0.86], [-1.36, 1.72, 0.02], [-0.98, -1.03, -0.05], [-3.49, -0.36, 0.30]], "lowdin_charge": [-0.08, -0.23, -0.01, -0.17, -0.08, -0.09, 0.12, 0.01, 0.16, 0.11, 0.12, 0.15]}

Last place for stability: run b

Run a
{"formula": "CH3NOP2S", "method": "wB97M-V/def2-TZVPD", "smiles": "PO/P=N/C=S", "homo_energy_ev": -8.6, "elements": ["P", "O", "P", "N", "C", "S", "H", "H", "H"], "coordinates": [[-0.09, -1.24, 1.50], [-1.07, 0.16, 1.38], [-0.83, 1.37, 0.33], [0.44, 1.04, -0.50], [1.07, 0.92, -1.67], [0.49, 0.00, -2.91], [-1.04, -1.98, 0.77], [-1.01, -1.72, 2.61], [2.04, 1.46, -1.51]], "lowdin_charge": [0.78, -0.85, 0.86, -0.38, -0.85, 0.55, -0.11, -0.06, 0.07]}

Run b
{"formula": "CH3NOP2S", "method": "wB97M-V/def2-TZVPD", "homo_energy_ev": [-8.5, -8.5], "elements": ["C", "N", "O", "P", "P", "S", "H", "H", "H"], "coordinates": [[-1.17, -0.06, -0.51], [-0.58, -0.95, 0.31], [1.99, -0.67, 0.47], [0.53, -1.61, 1.03], [1.93, 0.90, 0.23], [-0.08, 0.83, -1.80], [-1.97, -0.48, -1.20], [-1.54, 0.68, 0.16], [0.88, 1.35, 1.31]], "lowdin_charge": [-0.74, -0.44, -0.88, 0.94, 0.73, 0.34, 0.08, 0.05, -0.08]}

Last place for stability: run b